Record 1
{
  "formula": "C32H77BrCaCl6FLi2N6O8P2Si2",
  "method": "ωB97M-V with the def2-TZVPD basis set",
  "total_charge": 1,
  "homo_lumo_gap_ev": 1.33,
  "spin_multiplicity": 1,
  "lumo_ev": -5.48,
  "species": ["C", "C", "O", "C", "C", "Si", "C", "C", "C", "C", "N", "C", "C", "O", "O", "Si", "C", "C", "O", "C", "C", "O", "P", "N", "O", "C", "C", "C", "C", "H", "H", "H", "H", "H", "H", "H", "H", "H", "H", "H", "H", "H", "H", "H", "H", "H", "H", "H", "H", "H", "H", "H", "H", "H", "H", "H", "H", "H", "H", "H", "H", "H", "H", "H", "H", "H", "H", "H", "H", "H", "Li", "C", "Cl", "Cl", "Cl", "H", "C", "Cl", "Cl", "Cl", "H", "Br", "Li", "O", "H", "Ca", "O", "P", "N", "C", "C", "N", "C", "C", "N", "C", "C", "H", "H", "H", "H", "H", "H", "H", "H", "H", "H", "H", "H", "H", "H", "H", "H", "H", "H", "F", "C", "C", "N", "C", "C", "C", "C", "H", "H", "H", "H", "H", "H", "H", "H", "H", "H", "H", "H", "H", "H", "H"],
  "coordinates": [[2.56768, 3.62940, 3.68978], [1.13606, 3.66236, 3.09568], [1.16769, 3.46055, 1.74801], [0.94339, 2.11550, 1.38662], [2.27557, 1.30520, 1.20607], [1.99928, 0.49400, -0.47454], [3.38540, -0.74417, -0.77032], [3.96052, -1.24389, 0.57944], [5.10168, -0.37529, 1.08336], [6.28272, -1.20158, 1.55497], [7.53573, -0.35949, 1.54062], [8.50751, -1.02029, 0.84771], [8.62823, -0.83245, -0.61528], [9.21211, -1.77249, 1.45048], [0.43611, -0.10053, -0.41633], [0.01440, -1.71503, -0.62475], [-1.83873, -1.61411, -0.95686], [-2.49844, -0.76531, 0.14003], [-2.32204, -1.31414, 1.46043], [-3.33550, -2.15529, 1.79325], [-3.29467, -3.59731, 1.38280], [-4.21892, -1.80804, 2.41961], [0.30505, -3.12802, 1.10714], [0.71929, -2.26072, 2.53086], [1.67479, -4.15101, 0.67644], [2.01098, 1.97380, -1.69446], [0.89755, 1.88866, -2.74416], [3.36077, 2.19374, -2.38336], [4.52176, 2.54956, -1.44831], [2.64760, 4.47934, 4.35247], [2.78362, 2.67933, 4.15448], [3.25867, 3.73827, 2.87434], [0.48144, 2.95767, 3.59674], [0.67502, 4.66957, 3.22462], [0.30685, 1.58580, 2.07661], [0.39344, 2.15158, 0.46653], [2.43164, 0.57165, 1.99543], [3.10821, 1.99785, 1.21038], [4.20525, -0.19676, -1.21783], [3.18259, -1.54561, -1.46819], [3.19511, -1.38262, 1.32081], [4.38706, -2.22945, 0.40313], [4.77460, 0.24516, 1.90518], [5.47171, 0.32274, 0.35053], [6.47886, -2.03701, 0.88953], [6.16295, -1.48265, 2.58878], [7.82553, -0.18510, 2.48857], [7.98120, -0.02524, -0.90391], [9.65346, -0.61708, -0.87156], [8.32045, -1.74279, -1.11689], [0.62027, -2.24358, -1.87492], [-2.32420, -2.57878, -1.00188], [-1.99212, -1.05937, -1.87525], [-2.07232, 0.22566, 0.15927], [-3.55421, -0.61721, -0.04678], [-4.25151, -3.92129, 1.01330], [-3.01684, -4.17008, 2.24408], [-2.54274, -3.79864, 0.64043], [1.52739, -1.66890, 2.38960], [-0.07112, -1.65402, 2.73171], [1.24338, -4.86126, 0.18352], [1.79644, 2.85305, -1.09541], [1.03388, 1.04730, -3.40174], [-0.06679, 1.87993, -2.25064], [0.93253, 2.80353, -3.32451], [3.61685, 1.36403, -3.03185], [3.23915, 3.03586, -3.05627], [5.25483, 1.75390, -1.42200], [5.05505, 3.40907, -1.82482], [4.21755, 2.80236, -0.44333], [1.10525, 5.50608, 4.87601], [4.43219, -1.17593, 5.70430], [4.36878, 0.43209, 6.42692], [3.30047, -1.29725, 4.35128], [6.07392, -1.55889, 5.18493], [4.13818, -1.89616, 6.45547], [1.66108, -7.81955, 2.17214], [1.47972, -7.52847, 0.42552], [0.18457, -7.43356, 3.03603], [2.13103, -9.48588, 2.46369], [2.44737, -7.17583, 2.54176], [9.89875, -3.58823, 1.89163], [4.25735, -3.75171, 0.66996], [7.19841, -5.17596, 2.77476], [7.73273, -4.43205, 2.52154], [0.50683, -0.32603, -4.38272], [-4.40881, 3.22092, 4.90312], [-5.54500, 2.36728, 5.41269], [-6.19223, 1.91745, 3.87088], [-7.58284, 1.79815, 3.50253], [-5.31987, 1.07221, 3.04769], [-6.41414, 3.68925, 6.17048], [-7.60831, 4.25974, 5.57641], [-5.56692, 4.80239, 6.59104], [-6.48609, 1.23561, 6.28956], [-6.19642, -0.18006, 6.06661], [-7.64366, 1.46242, 7.12953], [-8.12396, 0.98490, 4.01434], [-7.67742, 1.60532, 2.43416], [-8.13508, 2.72410, 3.64696], [-5.25000, 0.05561, 3.43791], [-4.30935, 1.48593, 3.01113], [-5.66776, 1.00860, 2.01615], [-7.41074, 4.69421, 4.58612], [-8.00286, 5.05294, 6.21577], [-8.42190, 3.53919, 5.49797], [-5.29181, 5.44764, 5.74899], [-4.65220, 4.45209, 7.06281], [-6.09910, 5.41728, 7.32188], [-6.77377, -0.58781, 5.22879], [-6.42473, -0.78202, 6.94641], [-5.13679, -0.32518, 5.85450], [-8.56057, 1.51099, 6.53426], [-7.55222, 2.36094, 7.73115], [-7.77010, 0.64784, 7.84872], [-1.26960, 2.96627, 0.96615], [-1.15985, 0.42584, -8.28765], [-1.06579, 0.56091, -9.79960], [-0.33532, -0.51783, -10.43258], [-0.02365, -0.25806, -11.82747], [-1.18945, -0.14051, -12.81724], [-0.80127, -1.85968, -10.13407], [-2.25533, -2.21068, -10.48034], [-0.16782, 0.34919, -7.83725], [-1.65167, 1.30528, -7.86895], [-1.74630, -0.44400, -7.98779], [-0.54880, 1.49951, -10.01522], [-2.08416, 0.66688, -10.20596], [0.66602, -1.02748, -12.18403], [0.54863, 0.67405, -11.86965], [-1.61448, -1.11254, -13.06188], [-0.83328, 0.29225, -13.75398], [-1.98666, 0.50342, -12.44604], [-0.65650, -2.03934, -9.06520], [-0.13735, -2.57902, -10.61898], [-2.95210, -1.41818, -10.20481], [-2.55420, -3.10936, -9.93693], [-2.37974, -2.42722, -11.53959]]
}

=====

Record 2
{
  "formula": "C35H54BN4O2RhSSe2",
  "method": "ωB97M-V with the def2-TZVPD basis set",
  "total_charge": 0,
  "homo_lumo_gap_ev": [7.00, 6.01],
  "relative_energy_kj_mol": 27.6,
  "spin_multiplicity": 5,
  "lumo_ev": [0.44, -1.37],
  "species": ["Rh", "O", "C", "C", "C", "O", "C", "Se", "C", "Se", "H", "H", "H", "H", "H", "H", "H", "H", "H", "H", "C", "C", "C", "C", "C", "C", "C", "C", "C", "C", "C", "C", "N", "B", "N", "C", "C", "C", "C", "C", "C", "C", "C", "C", "C", "C", "C", "C", "C", "H", "H", "H", "H", "H", "H", "H", "H", "H", "H", "H", "H", "H", "H", "H", "H", "H", "H", "H", "H", "H", "H", "H", "H", "H", "H", "H", "H", "H", "H", "H", "H", "H", "H", "H", "H", "C", "N", "C", "C", "N", "C", "S", "H", "H", "H", "H", "H", "H", "H", "H"],
  "coordinates": [[-0.02376, -1.02079, 0.12799], [2.44244, -4.60711, 4.01906], [2.55902, -3.19763, 4.16548], [1.81078, -2.49463, 3.01818], [2.15980, -1.01648, 3.18064], [1.22794, -0.21771, 2.48357], [2.36363, -3.09511, 1.72206], [2.06801, -2.21032, -0.00031], [0.31769, -2.74100, 3.27241], [-1.05371, -2.32721, 1.92550], [2.85954, -5.02989, 4.77187], [3.61392, -2.89414, 4.14301], [2.12723, -2.87051, 5.11774], [3.18411, -0.84222, 2.82426], [2.12952, -0.76265, 4.24980], [1.50291, 0.70494, 2.54442], [2.02348, -4.12476, 1.62919], [3.45189, -3.13068, 1.80811], [0.03128, -2.17253, 4.15951], [0.17610, -3.79632, 3.49939], [-2.53043, 3.70821, 2.55410], [-1.75170, 2.40354, 2.36718], [-2.30213, 1.29412, 3.26455], [-0.26991, 2.63036, 2.60458], [0.17632, 2.88188, 3.89940], [1.51864, 3.07783, 4.16377], [2.43457, 3.03401, 3.12359], [2.03759, 2.80206, 1.80770], [3.13512, 2.73660, 0.75501], [2.94592, 3.66455, -0.44699], [3.39042, 1.29953, 0.30151], [0.66974, 2.59054, 1.56033], [0.19387, 2.34554, 0.23814], [-0.22192, 1.10776, -0.40300], [-0.89740, 1.58956, -1.58969], [-0.90322, 2.98649, -1.59962], [-0.26494, 3.43668, -0.50825], [-1.64171, 0.88598, -2.58538], [-1.03607, 0.49743, -3.78698], [-1.81577, -0.18929, -4.71398], [-3.14446, -0.48732, -4.46689], [-3.72932, -0.07863, -3.28178], [-2.99646, 0.62360, -2.33122], [-3.65867, 1.07993, -1.04252], [-5.04123, 1.68867, -1.27961], [-3.74181, -0.06682, -0.03259], [0.40397, 0.79433, -4.18894], [1.48326, 0.49344, -3.14760], [0.54986, 2.22777, -4.71036], [-3.59209, 3.54728, 2.35381], [-2.16899, 4.48366, 1.87618], [-2.43290, 4.07968, 3.57787], [-1.88364, 2.08177, 1.33485], [-2.23741, 1.56463, 4.32169], [-1.75730, 0.36216, 3.10844], [-3.35507, 1.11419, 3.03566], [-0.54023, 2.91464, 4.71137], [1.85462, 3.26612, 5.17596], [3.48748, 3.18917, 3.32957], [4.03800, 3.07887, 1.26921], [2.17283, 3.30446, -1.12319], [3.88171, 3.72151, -1.00819], [2.68100, 4.67623, -0.13200], [2.52065, 0.88749, -0.20812], [3.60756, 0.64761, 1.15049], [4.24139, 1.26054, -0.38367], [-1.38495, 3.54593, -2.38558], [-0.08737, 4.45260, -0.19363], [-1.36025, -0.50388, -5.64698], [-3.72472, -1.03484, -5.19967], [-4.77063, -0.30969, -3.09330], [-3.03387, 1.86151, -0.60877], [-5.76091, 0.94250, -1.62265], [-5.00134, 2.48866, -2.02127], [-5.42658, 2.10522, -0.34677], [-4.35015, -0.88647, -0.42433], [-4.19088, 0.28022, 0.90158], [-2.75186, -0.46329, 0.19756], [0.59478, 0.12793, -5.03580], [1.53747, 1.27105, -2.38661], [2.45769, 0.44449, -3.64143], [1.30366, -0.45859, -2.64249], [0.38991, 2.94735, -3.90623], [-0.16882, 2.43329, -5.50574], [1.55690, 2.38677, -5.10413], [1.03088, -3.69906, -3.60457], [0.45114, -4.31003, -2.43381], [0.85002, -5.63331, -1.97018], [0.22959, -5.68974, -0.56885], [-0.76923, -4.62546, -0.64120], [-0.46411, -3.76753, -1.63180], [-1.14831, -2.22740, -1.82552], [0.90069, -4.34756, -4.47320], [2.09651, -3.52113, -3.44551], [0.53289, -2.74914, -3.78335], [1.93642, -5.72065, -1.95440], [0.44441, -6.40298, -2.63323], [0.96975, -5.46763, 0.20258], [-0.23006, -6.65206, -0.35528], [-1.14024, -4.20868, 0.20826]]
}

=====

Record 3
{
  "formula": "C18H30N2O2S",
  "method": "ωB97M-V with the def2-TZVPD basis set",
  "total_charge": 0,
  "homo_lumo_gap_ev": 9.20,
  "relative_energy_kj_mol": 0.0,
  "spin_multiplicity": 1,
  "lumo_ev": 0.67,
  "species": ["C", "C", "C", "C", "C", "C", "S", "O", "O", "N", "C", "C", "C", "C", "C", "N", "C", "C", "C", "C", "C", "C", "C", "H", "H", "H", "H", "H", "H", "H", "H", "H", "H", "H", "H", "H", "H", "H", "H", "H", "H", "H", "H", "H", "H", "H", "H", "H", "H", "H", "H", "H", "H"],
  "coordinates": [[-4.82164, -1.84926, 0.65082], [-3.85577, -0.74286, 0.35961], [-3.32389, 0.00991, 1.39700], [-2.41976, 1.04405, 1.18099], [-1.85753, 1.83484, 2.31481], [-2.05702, 1.30214, -0.13234], [-0.87451, 2.58252, -0.53096], [-1.28143, 3.82302, 0.07188], [-0.63764, 2.57104, -1.94837], [0.50831, 2.09325, 0.29551], [1.53749, 1.41540, -0.48473], [1.00523, 0.06116, -0.96901], [1.40036, -1.12343, -0.07512], [0.63889, -1.05866, 1.25830], [1.00670, -2.42156, -0.78847], [2.83358, -1.15494, 0.20131], [3.63971, 0.04406, 0.03067], [4.79904, -0.06291, 1.03492], [4.24028, 0.17962, -1.37992], [2.79326, 1.26963, 0.38473], [-2.58477, 0.57561, -1.18234], [-3.48524, -0.45485, -0.95928], [-4.04326, -1.23673, -2.10753], [-4.43940, -2.79894, 0.27834], [-4.99541, -1.94029, 1.71949], [-5.77496, -1.66217, 0.15823], [-3.62153, -0.21493, 2.41164], [-0.83533, 1.51811, 2.51547], [-1.83210, 2.88880, 2.05098], [-2.45108, 1.69394, 3.21488], [0.87001, 2.89334, 0.79487], [1.76711, 2.02322, -1.37215], [1.37423, -0.12270, -1.97913], [-0.07936, 0.11593, -1.02948], [-0.42742, -1.18891, 1.09011], [0.99572, -1.84607, 1.91725], [0.79294, -0.10213, 1.74308], [1.24697, -3.27866, -0.16323], [1.53846, -2.51911, -1.73364], [-0.06090, -2.42995, -0.99417], [3.27986, -1.93668, -0.26004], [5.41643, 0.83106, 1.00946], [4.40631, -0.19503, 2.03891], [5.42074, -0.92225, 0.79698], [3.47006, 0.27984, -2.13797], [4.88401, 1.05442, -1.43031], [4.84098, -0.69854, -1.61238], [3.40523, 2.16893, 0.30100], [2.48635, 1.16944, 1.42621], [-2.27112, 0.83524, -2.18227], [-3.79918, -2.29408, -2.00835], [-3.63928, -0.87287, -3.04794], [-5.12874, -1.15004, -2.13837]]
}

=====

Record 4
{
  "formula": "C2H8N",
  "method": "ωB97M-V with the def2-TZVPD basis set",
  "total_charge": 1,
  "homo_lumo_gap_ev": 9.02,
  "relative_energy_kj_mol": 227.9,
  "spin_multiplicity": 1,
  "lumo_ev": -4.27,
  "species": ["N", "H", "H", "H", "H", "C", "C", "H", "H", "H", "H"],
  "coordinates": [[0.35461, -1.02432, 1.56764], [0.46319, -0.21134, 0.94237], [0.75942, -0.87765, 2.49545], [-0.64063, -1.15795, 1.76495], [0.72048, -1.79962, 1.01118], [-0.89512, 0.66556, -0.97572], [0.32245, 0.90210, -1.48290], [-1.56724, 0.01966, -1.52903], [-1.30276, 1.30733, -0.20117], [0.48432, 1.07963, -2.55362], [1.30129, 1.09661, -1.03915]]
}